w:
# C3H7N3

C3H7N3 in the gas phase (ωB97M-V with the def2-TZVPD basis set, the Open Molecules 2025 dataset).

Computed properties:
HOMO: -8.129 eV
Net charge: 0
Gap between HOMO and LUMO: 9.372 eV
Structure (SMILES): N/N=C/N1CC1

```
13
Properties=species:S:1:pos:R:3:nbo_charge:R:1
N 1.366 0.348 -0.113 -0.299
N -0.836 -0.285 -0.569 -0.425
N 2.682 0.023 0.153 -0.662
C 0.501 -0.601 -0.234 0.190
C -1.988 -0.369 0.334 -0.254
C -1.407 0.910 -0.124 -0.240
H -1.840 1.549 -0.964 0.208
H -1.730 -0.650 1.385 0.191
H -0.945 1.401 0.729 0.205
H 3.250 0.963 0.220 0.368
H -2.819 -0.969 -0.113 0.210
H 0.682 -1.676 -0.260 0.157
H 3.083 -0.643 -0.444 0.350
```

x:
# C3H7N3

C3H7N3 in the gas phase (ωB97M-V with the def2-TZVPD basis set, the Open Molecules 2025 dataset).

Computed properties:
HOMO: -8.633 eV
Net charge: 0
Gap between HOMO and LUMO: 9.635 eV
Structure (SMILES): N/N=C\[C@@H]1CN1

```
13
Properties=species:S:1:pos:R:3:nbo_charge:R:1
N -1.834 0.560 -0.285 -0.205
N 0.729 -0.881 -0.095 -0.615
N -1.937 -0.751 0.117 -0.668
C 1.676 0.166 -0.398 -0.241
C -0.715 1.153 0.028 -0.032
C 0.525 0.497 0.550 -0.157
H -0.841 2.254 -0.145 0.198
H 2.688 0.163 0.070 0.196
H 1.668 0.388 -1.511 0.214
H 1.172 -1.513 0.561 0.356
H 0.767 0.511 1.607 0.218
H -1.111 -1.375 -0.075 0.386
H -2.788 -1.171 -0.424 0.351
```

y:
# C3H7N3

A 2-piece molecular cluster, C3H7N3 overall (ωB97M-V with the def2-TZVPD basis set, the Open Molecules 2025 dataset).

Computed properties:
HOMO: -8.733 eV
Net charge: 0
Gap between HOMO and LUMO: 9.291 eV

```
13
Properties=species:S:1:pos:R:3:nbo_charge:R:1
N 2.546 -1.482 1.292 -0.272
N 0.827 1.311 0.322 -0.833
N -0.662 -0.331 0.500 -0.609
C 0.655 -0.074 0.301 0.211
C -1.556 -0.083 -0.671 -0.421
C 1.665 -0.841 0.950 0.223
H -0.118 1.819 0.273 0.402
H -2.415 -0.643 -0.536 0.213
H 0.760 -0.893 -1.212 -0.100
H -0.776 -0.296 -1.431 0.213
H 1.686 1.807 0.053 0.409
H -1.865 0.997 -0.653 0.184
H -0.745 -1.292 0.812 0.381
```

Most stable structure - x; separation to the second - 0.0021 hartree.

w:
# C3H7N3

C3H7N3 in the gas phase (ωB97M-V with the def2-TZVPD basis set, the Open Molecules 2025 dataset).

Computed properties:
HOMO: -9.260 eV
Net charge: 0
Gap between HOMO and LUMO: 10.211 eV
Structure (SMILES): C[C@]1(N)CN=N1

```
13
Properties=species:S:1:pos:R:3:nbo_charge:R:1
N 0.965 1.807 0.115 -0.112
N 0.537 -1.086 -1.049 -0.852
N 0.340 1.312 -0.858 -0.149
C -1.355 -0.150 0.236 -0.628
C 1.075 0.630 0.928 -0.327
C 0.070 0.002 -0.278 0.234
H 0.764 0.741 1.965 0.199
H 2.031 0.127 0.821 0.222
H 0.020 -1.946 -0.926 0.372
H -2.031 -0.289 -0.610 0.216
H -1.423 -1.018 0.891 0.215
H 0.666 -0.864 -2.027 0.387
H -1.659 0.734 0.791 0.223
```

x:
# C3H7N3

A 2-piece molecular cluster, C3H7N3 overall (ωB97M-V with the def2-TZVPD basis set, the Open Molecules 2025 dataset).

Computed properties:
HOMO (spin up / spin down): -6.956 / -6.957 eV
Net charge: 0
Gap between HOMO and LUMO (spin up / spin down): 7.347 / 7.348 eV

```
13
Properties=species:S:1:pos:R:3:nbo_charge:R:1
N -3.483 0.015 0.169 -0.294
N 1.146 0.337 -0.327 -0.769
N -0.194 -1.533 -0.529 -0.794
C -1.116 0.659 -0.553 -0.595
C -2.387 0.288 -0.029 0.293
C -0.019 -0.208 -0.205 0.547
H -0.077 0.253 1.964 -0.530
H -1.183 0.710 -1.641 0.259
H 1.956 -0.303 -0.107 0.397
H 0.672 -1.986 -0.362 0.383
H 1.124 1.254 -0.012 0.410
H -0.928 1.701 -0.222 0.271
H -1.078 -1.882 -0.138 0.422
```

Most stable structure - w; separation to the second - 0.0643 hartree.

w:
# C3H7N3

C3H7N3 as an isolated structure (ωB97M-V with the def2-TZVPD basis set, the Open Molecules 2025 dataset).

Computed properties:
HOMO (spin up / spin down): -8.754 / -8.755 eV
Net charge: 0
Gap between HOMO and LUMO (spin up / spin down): 9.379 / 9.380 eV

```
13
Properties=species:S:1:pos:R:3:nbo_charge:R:1
N 0.191 -0.597 1.843 -0.825
N 0.518 1.622 -1.019 -0.909
N -0.874 -0.081 -2.256 -0.299
C -0.921 -0.148 -0.287 -0.062
C -0.081 -1.126 0.499 -0.270
C -0.358 0.583 -1.337 0.266
H 0.826 -1.382 -0.073 0.173
H 0.836 0.189 1.806 0.360
H 0.179 2.544 -1.226 0.396
H 1.483 1.446 -1.227 0.393
H 0.640 -1.316 2.409 0.363
H -0.677 -2.029 0.620 0.205
H -1.762 0.294 0.248 0.211
```

x:
# C3H7N3

C3H7N3 in the gas phase (ωB97M-V with the def2-TZVPD basis set, the Open Molecules 2025 dataset).

Computed properties:
HOMO: -9.501 eV
Net charge: 0
Gap between HOMO and LUMO: 9.821 eV
Structure (SMILES): [H]/N=C\N(C)N=C

```
13
Properties=species:S:1:pos:R:3:nbo_charge:R:1
N 0.026 0.947 0.395 -0.311
N 0.361 -0.032 -0.555 -0.287
N -1.314 1.186 -1.936 -0.619
C -0.774 0.103 -1.568 0.262
C 0.711 1.163 1.576 -0.130
C 0.219 -1.365 0.125 -0.476
H 0.585 2.281 1.949 0.210
H 0.040 -2.168 -0.513 0.219
H -1.044 1.688 -1.074 0.372
H -1.035 -0.975 -1.869 0.156
H 1.221 0.381 2.228 0.187
H 1.365 -1.913 0.190 0.202
H -0.362 -1.298 1.053 0.216
```

y:
# C3H7N3

A 2-piece molecular cluster, C3H7N3 overall (ωB97M-V with the def2-TZVPD basis set, the Open Molecules 2025 dataset).

Computed properties:
HOMO: -9.020 eV
Net charge: 0
Gap between HOMO and LUMO: 9.652 eV

```
13
Properties=species:S:1:pos:R:3:nbo_charge:R:1
N -2.085 -0.477 -0.052 -0.874
N 3.953 1.968 -0.195 -0.380
N 0.343 -1.413 0.289 -0.725
C -0.968 0.465 -0.149 -0.350
C 0.397 -0.134 0.055 0.101
C 2.959 1.402 -0.027 0.027
H -2.885 -0.051 0.400 0.375
H 1.992 0.842 0.070 0.233
H -0.929 0.999 -1.111 0.212
H 1.191 -1.943 0.444 0.395
H -1.070 1.255 0.606 0.226
H -0.560 -1.891 0.370 0.393
H -2.385 -0.778 -0.972 0.366
```

Most stable structure - y; separation to the second - 0.0402 hartree.

w:
# C3H7NO2

An isolated ion of composition C3H7NO2 and charge +1 (ωB97M-V with the def2-TZVPD basis set, the Open Molecules 2025 dataset).

Computed properties:
HOMO (spin up / spin down): -15.409 / -15.115 eV
Net charge: +1
<S²>: 0.756
Gap between HOMO and LUMO (spin up / spin down): 11.503 / 6.270 eV
Multiplicity: 2

```
13
Properties=species:S:1:pos:R:3:mulliken_spin:R:1
O -1.889 2.387 -1.173 0.075
O 1.302 -1.689 1.219 0.104
N -0.059 -0.397 -0.126 0.717
C -0.449 0.972 0.130 0.016
C 1.313 -0.777 0.112 -0.017
C -1.644 1.282 -0.834 0.046
H -0.719 1.243 1.155 0.045
H -2.238 0.404 -1.137 0.007
H 0.438 1.556 -0.119 0.007
H 1.951 0.007 0.509 0.011
H -0.726 -1.153 0.065 -0.024
H 0.940 -2.547 0.933 -0.007
H 1.780 -1.288 -0.734 0.020
```

x:
# C3H7NO2

An isolated ion of composition C3H7NO2 and charge +1 (ωB97M-V with the def2-TZVPD basis set, the Open Molecules 2025 dataset).

Computed properties:
HOMO (spin up / spin down): -15.675 / -15.534 eV
Net charge: +1
<S²>: 0.756
Gap between HOMO and LUMO (spin up / spin down): 11.370 / 6.442 eV
Multiplicity: 2

```
13
Properties=species:S:1:pos:R:3:mulliken_spin:R:1
O 2.157 1.204 0.053 0.056
O -1.538 -0.189 -1.498 0.052
N 0.555 -0.669 0.270 0.785
C -0.841 -0.558 0.703 0.006
C -1.750 0.065 -0.348 0.043
C 1.148 0.402 -0.575 -0.014
H 0.391 1.176 -0.673 0.008
H -1.361 -1.450 1.080 0.001
H 2.290 0.847 0.935 -0.004
H 0.834 -1.634 0.077 -0.017
H -2.571 0.762 -0.085 0.007
H 1.357 -0.011 -1.555 0.026
H -0.670 0.056 1.614 0.052
```

Most stable structure - w; separation to the second - 0.0208 hartree.

w:
# C6H28O8

A 8-piece molecular cluster, C6H28O8 overall (ωB97M-V with the def2-TZVPD basis set, the Open Molecules 2025 dataset).

Computed properties:
HOMO: -9.871 eV
Net charge: 0
Gap between HOMO and LUMO: 10.040 eV
Structure (SMILES): CC(C)O.CC(C)O.O.O.O.O.O.O

```
42
Properties=species:S:1:pos:R:3:nbo_charge:R:1
O 1.620 -2.297 -1.062 -0.749
O -0.296 -3.039 0.817 -0.973
O -2.587 -2.271 -0.100 -1.002
O -0.743 -0.196 0.815 -0.993
O -3.831 0.283 -0.711 -0.979
O 1.935 -1.596 2.156 -0.956
O 1.767 4.498 1.930 -0.732
O -2.555 1.677 1.528 -0.986
C 1.246 -0.389 -2.523 -0.635
C 1.141 -2.755 -3.406 -0.639
C 0.734 2.946 0.371 -0.634
C 1.425 2.260 2.717 -0.630
C 0.882 -1.826 -2.220 0.096
C 0.869 3.339 1.849 0.098
H 0.662 -2.368 -4.307 0.220
H 0.973 1.287 2.547 0.218
H 0.548 -0.008 -3.274 0.211
H -1.177 0.503 1.350 0.512
H -2.943 1.412 0.679 0.505
H 0.479 -2.846 0.243 0.514
H 1.423 -2.412 2.213 0.477
H -0.795 -2.208 0.823 0.475
H -3.131 2.353 1.898 0.485
H 2.505 2.178 2.574 0.224
H -3.632 -0.671 -0.637 0.505
H 1.193 0.233 -1.631 0.232
H -0.079 3.717 2.243 0.157
H 2.456 -2.649 -1.389 0.478
H 2.252 -0.321 -2.941 0.205
H -1.800 -2.736 0.226 0.485
H 2.199 -2.841 -3.670 0.203
H 0.661 3.866 -0.216 0.197
H 0.765 -3.740 -3.132 0.219
H -0.175 2.351 0.279 0.218
H -0.150 -1.959 -1.881 0.177
H 1.551 2.402 -0.102 0.212
H -3.173 -2.972 -0.411 0.481
H 1.252 5.198 1.515 0.455
H -1.365 -0.353 0.091 0.478
H 1.372 -1.007 1.639 0.479
H -4.790 0.360 -0.640 0.478
H 1.310 2.598 3.752 0.213
```

x:
# C6H28O8

A 8-piece molecular cluster, C6H28O8 overall (ωB97M-V with the def2-TZVPD basis set, the Open Molecules 2025 dataset).

Computed properties:
HOMO: -9.742 eV
Net charge: 0
Gap between HOMO and LUMO: 10.208 eV
Structure (SMILES): CO.CO.CO.CO.CO.CO.O.O

```
42
Properties=species:S:1:pos:R:3:nbo_charge:R:1
O 0.914 -1.844 3.781 -0.716
O 0.667 2.792 -0.863 -0.989
O -2.318 -1.238 1.086 -0.760
O 3.038 1.368 -0.675 -0.753
O -0.234 2.565 2.099 -0.746
O -2.541 -2.952 -2.723 -0.955
O -0.811 -0.809 -1.421 -0.786
O -0.459 1.558 -3.048 -0.786
C -0.123 1.172 2.287 -0.263
C 0.546 -0.967 -1.042 -0.260
C 3.975 1.609 0.356 -0.252
C -3.163 -2.334 0.923 -0.247
C -0.365 2.571 -4.103 -0.253
C 0.002 -2.718 3.148 -0.250
H 1.507 2.369 -0.687 0.498
H -1.125 0.742 2.301 0.193
H 0.982 -1.802 -1.589 0.173
H 0.453 0.974 3.190 0.171
H 0.520 3.182 -3.929 0.174
H -4.049 -1.989 0.390 0.164
H -1.003 -2.526 3.524 0.167
H 0.657 -1.881 4.706 0.462
H -0.197 2.121 -5.082 0.180
H -2.012 -2.412 -2.137 0.486
H -1.745 -1.078 0.332 0.496
H -0.320 2.112 -2.277 0.504
H 0.039 -2.532 2.075 0.180
H 0.489 0.717 1.509 0.173
H 0.638 -1.012 0.043 0.171
H 4.537 0.697 0.556 0.174
H -2.743 -3.175 0.373 0.168
H 3.372 0.663 -1.235 0.486
H -2.294 -2.665 -3.602 0.464
H -3.573 -2.702 1.864 0.170
H 0.234 2.832 -0.011 0.494
H 3.583 2.009 1.291 0.192
H -1.249 3.208 -4.134 0.171
H 0.136 -3.797 3.232 0.157
H 4.635 2.385 -0.034 0.171
H -0.824 2.854 2.799 0.472
H 1.078 -0.057 -1.320 0.186
H -0.854 -0.011 -1.953 0.517
```

Most stable structure - w; separation to the second - 0.0964 hartree.

w:
# C4H10NO

A 2-piece molecular cluster, C4H10NO overall (ωB97M-V with the def2-TZVPD basis set, the Open Molecules 2025 dataset).

Computed properties:
HOMO: -12.599 eV
Net charge: +1
Gap between HOMO and LUMO: 3.947 eV

```
16
Properties=species:S:1:pos:R:3:nbo_charge:R:1
O -1.453 0.575 1.093 -0.292
N -3.901 1.598 -0.887 -1.061
C 2.850 -0.547 0.630 -0.548
C 0.548 -0.043 0.003 0.368
C -0.653 -0.277 0.868 0.271
C 1.566 -1.026 -0.161 -0.560
H 2.608 -0.425 1.683 0.237
H -4.526 1.433 -1.663 0.370
H 1.256 -1.995 0.230 0.268
H 0.513 0.776 -0.724 0.247
H 1.791 -1.145 -1.233 0.308
H 3.233 0.391 0.246 0.244
H -3.418 2.466 -1.084 0.359
H 3.598 -1.325 0.548 0.277
H -3.226 0.850 -0.806 0.336
H -0.785 -1.306 1.257 0.176
```

x:
# C4H10NO

A 2-piece molecular cluster, C4H10NO overall (ωB97M-V with the def2-TZVPD basis set, the Open Molecules 2025 dataset).

Computed properties:
HOMO: -14.250 eV
Net charge: +1
Gap between HOMO and LUMO: 6.349 eV

```
16
Properties=species:S:1:pos:R:3:nbo_charge:R:1
O -3.036 -1.162 0.270 -0.387
N 2.337 -0.990 1.383 -0.984
C -2.230 -0.301 0.086 0.437
C 0.065 0.437 -0.009 0.333
C -0.801 -0.761 -0.198 -0.663
C 0.246 1.354 -1.316 -0.674
H -0.978 -1.287 -1.148 0.304
H 1.452 -0.633 1.065 0.320
H -0.722 -1.560 0.555 0.326
H -0.696 1.138 -1.837 0.270
H -0.132 1.132 0.801 0.227
H 0.285 2.346 -0.873 0.251
H 1.094 1.152 -1.948 0.294
H 2.540 -0.817 2.354 0.395
H 3.128 -0.795 0.786 0.390
H -2.551 0.748 0.027 0.162
```

y:
# C4H10NO

A 2-piece molecular cluster, C4H10NO overall (ωB97M-V with the def2-TZVPD basis set, the Open Molecules 2025 dataset).

Computed properties:
HOMO: -14.663 eV
Net charge: +1
Gap between HOMO and LUMO: 11.447 eV

```
16
Properties=species:S:1:pos:R:3:nbo_charge:R:1
O -0.004 -1.407 -1.505 -0.588
N 0.829 1.117 -0.913 -0.723
C -0.437 1.615 -0.327 -0.071
C -0.543 2.059 0.941 -0.342
C -0.174 -2.197 -0.560 0.478
C -0.033 -1.837 0.867 -0.739
H -0.535 -3.203 -0.836 0.166
H 0.331 2.201 1.564 0.221
H 1.608 1.155 -0.263 0.433
H 0.357 -2.691 1.447 0.266
H 0.659 0.125 -1.200 0.474
H -1.519 2.420 1.271 0.254
H 1.080 1.660 -1.742 0.443
H -1.030 -1.584 1.278 0.275
H -1.250 1.565 -1.055 0.240
H 0.661 -0.997 1.034 0.214
```

Most stable structure - y; separation to the second - 0.1163 hartree.